# 1
Molecular formula: C13H18BF17Hf2NO13S4
Method: DFT, the ωB97M-V functional and the def2-TZVPD basis

The LUMO energy (spin up / spin down) is -12.654 / -12.724 eV. The net charge is +3. The orbital gap (spin up / spin down) comes out at 0.2335 / 0.2327 hartree. As for the spin multiplicity: 3. Its expectation value of S² is 2.008. The calculation puts the max |F| at 8.515 eV Å⁻¹.

Last column: Löwdin spin population.
Positions of all 69 atoms, in Å:
Hf 2.079 3.143 0.891  0.000
Hf -1.683 2.031 -1.477  -0.001
C -4.523 -1.367 -0.488  0.000
F -5.829 -1.379 -0.751  0.000
F -4.204 -2.298 0.467  0.000
F -3.860 -1.821 -1.557  0.000
S -3.834 0.385 -0.005  0.000
O -3.862 1.231 -1.206  0.000
O -4.627 0.932 1.092  0.000
O -2.350 0.439 0.111  0.000
C -1.963 3.036 3.262  0.000
F -1.577 1.764 3.111  0.000
F -3.301 3.006 3.334  0.000
F -1.553 3.615 4.408  0.000
S -1.491 4.109 1.658  0.000
O 0.001 4.042 1.673  0.000
O -1.973 3.440 0.447  0.000
O -2.012 5.472 1.856  0.000
C 0.895 6.212 -2.932  0.000
F 1.086 7.475 -2.475  0.000
F 0.056 6.339 -3.949  0.000
F 2.063 5.641 -3.289  0.000
S 0.076 5.129 -1.558  0.000
O -0.530 3.908 -2.162  0.000
O 1.137 4.671 -0.625  0.000
O -0.888 5.945 -0.872  0.000
C 2.833 0.353 -3.106  0.000
F 2.818 -0.278 -1.945  0.000
F 4.079 0.667 -3.360  0.000
F 2.208 -0.417 -3.970  0.000
S 1.844 1.969 -2.709  0.000
O 2.295 2.441 -1.350  0.000
O 2.050 2.890 -3.773  0.000
O 0.391 1.606 -2.649  -0.001
B 1.929 2.521 3.652  0.000
F 1.115 3.495 3.960  0.000
F 1.290 1.877 2.636  0.000
F 3.027 2.956 2.996  0.000
F 2.213 1.578 4.620  0.000
F 0.191 1.926 0.070  0.001
C -0.296 -1.428 1.959  0.024
C 0.517 -2.503 1.119  0.063
C 0.398 -3.795 1.899  0.004
C 0.871 -5.016 1.194  0.002
C 0.061 -5.101 -0.133  0.003
C 0.122 -3.828 -0.987  0.070
N -0.099 -2.603 -0.218  0.603
O -0.115 -1.333 -1.009  1.076
C 1.521 -3.742 -1.690  0.060
C -0.935 -4.086 -2.070  0.022
C 2.008 -2.113 1.117  0.042
H -0.091 -0.399 1.662  0.003
H 0.100 -1.377 2.973  0.001
H -1.333 -1.746 2.070  0.000
H 0.923 -3.695 2.849  0.002
H -0.648 -3.943 2.167  0.001
H 0.776 -5.936 1.771  0.000
H 1.930 -5.124 0.957  0.000
H -0.943 -5.263 0.259  0.001
H 0.372 -6.030 -0.611  0.002
H 1.728 -4.577 -2.359  0.007
H 1.599 -2.851 -2.313  0.003
H 2.362 -3.726 -0.996  0.001
H -0.803 -5.034 -2.592  0.000
H -1.922 -4.054 -1.607  0.001
H -0.926 -3.258 -2.780  0.004
H 2.239 -1.396 0.329  0.001
H 2.638 -2.979 0.915  0.001
H 2.332 -1.744 2.090  0.004

# 2
Molecular formula: C13H18Br2FN3O2P
Method: DFT, the ωB97M-V functional and the def2-TZVPD basis

The LUMO energy is -4.939 eV. The net charge is +1. The orbital gap comes out at 0.2429 hartree. As for the spin multiplicity: 1. The calculation puts the max |F| at 3.276 eV Å⁻¹.

Last column: Löwdin charge in e.
Positions of all 40 atoms, in Å:
C -0.144 3.829 -3.039  0.087
C -0.947 2.902 -3.044  -0.136
C -2.072 1.857 -2.742  -0.163
C -2.074 1.356 -1.249  -0.103
C -1.915 -0.130 -0.851  -0.316
P -1.671 -1.419 -2.253  0.558
O -0.026 -1.236 -2.650  -0.366
Br -1.835 -3.501 -1.420  0.271
N -1.933 -0.604 0.436  0.073
N -2.061 0.289 1.394  0.053
C -2.183 1.672 1.329  -0.119
C -2.274 2.525 2.660  -0.069
C -0.812 2.565 3.298  -0.287
C -0.132 4.021 3.275  -0.028
F 0.129 1.696 2.611  -0.083
C -2.221 2.306 -0.063  -0.403
Br -2.449 4.249 -0.310  0.813
H 0.640 4.615 -3.203  0.070
H -3.063 2.392 -2.928  0.138
H -2.018 1.019 -3.494  0.095
H 0.450 -1.159 -1.782  0.044
H -2.061 -0.092 2.358  0.194
H -2.585 3.598 2.470  0.093
H -3.002 2.003 3.365  0.139
H -0.816 2.184 4.373  0.150
H -0.112 4.386 4.344  0.091
H 0.945 3.895 2.919  0.101
H -0.688 4.720 2.584  0.068
C 2.598 -3.633 0.663  -0.010
C 2.897 -3.083 -0.707  -0.551
O 2.771 -1.890 -0.972  0.003
N 3.318 -3.949 -1.662  0.010
C 3.527 -5.378 -1.549  -0.068
H 2.275 -2.821 1.314  0.081
H 1.795 -4.371 0.605  0.083
H 3.495 -4.083 1.091  0.089
H 3.498 -3.507 -2.553  0.145
H 4.569 -5.594 -1.791  0.088
H 2.883 -5.879 -2.274  0.086
H 3.304 -5.749 -0.552  0.076

# 3
Molecular formula: C13H18CaClO16
Method: DFT, the ωB97M-V functional and the def2-TZVPD basis

The LUMO energy is -6.208 eV. The net charge is +1. The orbital gap comes out at 0.2415 hartree. As for the spin multiplicity: 1. The calculation puts the max |F| at 2.841 eV Å⁻¹.

Last column: Löwdin charge in e.
Positions of all 49 atoms, in Å:
Ca -4.142 0.152 -0.938  1.759
Cl -1.668 1.227 0.839  0.657
O -1.448 2.212 1.849  -0.240
O -2.847 0.430 1.148  -0.486
O -1.946 1.834 -0.427  -0.397
O -0.605 0.276 0.640  -0.326
C 0.813 -1.403 -2.322  -0.136
C 1.369 -0.121 -2.989  -0.118
O 2.584 -0.694 -3.482  0.051
C 2.809 -1.955 -2.989  -0.570
O 3.675 -2.662 -3.367  0.202
O 1.901 -2.284 -2.063  0.087
H 0.152 -1.719 -3.138  0.126
H 0.235 -1.271 -1.412  0.107
H 1.478 0.649 -2.214  0.108
H 0.864 0.387 -3.808  0.128
C 2.759 0.619 1.879  -0.093
C 3.016 0.199 0.438  -0.122
O 3.596 -1.073 0.593  0.049
C 3.964 -1.347 1.865  -0.569
O 4.537 -2.302 2.224  0.198
O 3.447 -0.368 2.660  0.060
H 1.680 0.482 1.976  0.103
H 2.973 1.636 2.187  0.134
H 3.780 0.742 -0.127  0.138
H 2.191 0.079 -0.261  0.094
C -2.986 5.277 -3.852  -0.061
C -1.549 4.729 -3.549  -0.068
O -1.784 3.376 -3.176  0.102
C -3.071 3.103 -3.199  -0.566
O -3.613 2.103 -2.754  0.009
O -3.780 4.109 -3.693  0.087
H -3.029 5.583 -4.892  0.139
H -3.292 5.971 -3.071  0.141
H -1.007 5.358 -2.850  0.139
H -1.024 4.795 -4.502  0.134
C 0.413 -3.879 3.054  0.000
C -0.362 -3.038 4.092  -0.296
C -0.828 -1.699 3.500  -0.079
O -2.256 -1.818 3.631  0.048
C -2.623 -3.047 4.022  -0.583
O -3.753 -3.425 4.087  0.153
O -1.552 -3.755 4.401  0.096
H -0.149 -3.950 2.125  0.089
H 0.627 -4.824 3.549  0.091
H 1.370 -3.417 2.802  0.083
H 0.182 -2.774 4.998  0.155
H -0.685 -1.616 2.422  0.108
H -0.415 -0.888 4.095  0.138

Please write out number 2 again, unchanged.
Molecular formula: C13H18Br2FN3O2P
Method: DFT, the ωB97M-V functional and the def2-TZVPD basis

The LUMO energy is -4.939 eV. The net charge is +1. The orbital gap comes out at 0.2429 hartree. As for the spin multiplicity: 1. The calculation puts the max |F| at 3.276 eV Å⁻¹.

Last column: Löwdin charge in e.
Positions of all 40 atoms, in Å:
C -0.144 3.829 -3.039  0.087
C -0.947 2.902 -3.044  -0.136
C -2.072 1.857 -2.742  -0.163
C -2.074 1.356 -1.249  -0.103
C -1.915 -0.130 -0.851  -0.316
P -1.671 -1.419 -2.253  0.558
O -0.026 -1.236 -2.650  -0.366
Br -1.835 -3.501 -1.420  0.271
N -1.933 -0.604 0.436  0.073
N -2.061 0.289 1.394  0.053
C -2.183 1.672 1.329  -0.119
C -2.274 2.525 2.660  -0.069
C -0.812 2.565 3.298  -0.287
C -0.132 4.021 3.275  -0.028
F 0.129 1.696 2.611  -0.083
C -2.221 2.306 -0.063  -0.403
Br -2.449 4.249 -0.310  0.813
H 0.640 4.615 -3.203  0.070
H -3.063 2.392 -2.928  0.138
H -2.018 1.019 -3.494  0.095
H 0.450 -1.159 -1.782  0.044
H -2.061 -0.092 2.358  0.194
H -2.585 3.598 2.470  0.093
H -3.002 2.003 3.365  0.139
H -0.816 2.184 4.373  0.150
H -0.112 4.386 4.344  0.091
H 0.945 3.895 2.919  0.101
H -0.688 4.720 2.584  0.068
C 2.598 -3.633 0.663  -0.010
C 2.897 -3.083 -0.707  -0.551
O 2.771 -1.890 -0.972  0.003
N 3.318 -3.949 -1.662  0.010
C 3.527 -5.378 -1.549  -0.068
H 2.275 -2.821 1.314  0.081
H 1.795 -4.371 0.605  0.083
H 3.495 -4.083 1.091  0.089
H 3.498 -3.507 -2.553  0.145
H 4.569 -5.594 -1.791  0.088
H 2.883 -5.879 -2.274  0.086
H 3.304 -5.749 -0.552  0.076

Question: What is the formula in the third record?
Answer: C13H18CaClO16

Question: Which value of max |F| does entry 3 give?
Answer: 2.841 eV Å⁻¹

Question: What is the net charge in the third record?
Answer: +1